Molecular formula: C5H7FN2
Method: DFT, wB97M-V/def2-TZVPD

Its relative energy (zero: lowest compared OMol25 entry of this formula, charge and spin) is 5.3618 eV. The LUMO energy is 0.95 eV. Its net charge is 0. The SMILES is C=NN1C[C@H]1/C=C/F. For the HOMO-LUMO gap, the calculation gives 9.803 eV. The calculation puts the maximum force at 0.12379 Eh/bohr.

Structure (XYZ):
```
15
Properties=species:S:1:pos:R:3:forces:R:3:nbo_charge:R:1
C -2.975 -0.814 0.118 0.929 -2.061 -0.370 -0.135
N -1.870 -0.736 -0.564 -0.919 1.351 3.096 -0.234
N -0.866 -0.092 0.259 1.065 1.683 -0.575 -0.294
C -0.919 1.366 0.571 -1.124 2.745 -2.864 -0.293
C 0.026 0.875 -0.498 -0.983 -1.282 0.911 -0.119
C 1.501 0.683 -0.420 0.153 -1.130 1.322 -0.312
C 1.866 -0.452 0.278 0.306 4.801 -4.169 0.256
F 3.110 -0.802 0.147 2.617 -0.894 0.741 -0.327
H -3.105 -0.421 1.225 0.163 -0.703 -2.470 0.192
H -3.574 -1.673 -0.345 -0.148 1.864 0.946 0.204
H -1.658 2.112 -0.059 1.018 -2.255 2.081 0.201
H -0.550 1.886 1.483 -0.335 -1.305 -0.424 0.229
H -0.439 0.920 -1.467 0.430 0.624 -0.576 0.208
H 2.222 1.454 -0.924 -1.355 -1.883 1.148 0.239
H 1.271 -1.211 0.605 -1.816 -1.554 1.202 0.185
```
Positions in Å, forces in eV/Å.


Molecular formula: C5H7FNO
Method: DFT, wB97M-V/def2-TZVPD

Its relative energy (zero: lowest compared OMol25 entry of this formula, charge and spin) is 0.0000 eV. The LUMO energy (spin up / spin down) is 3.88 / 3.88 eV. Its net charge is -1. The SMILES is C=C/C=C(\F)N(C)[O-]. For the HOMO-LUMO gap (spin up / spin down), the calculation gives 5.534 / 5.532 eV. The calculation puts the maximum force at 0.07885 Eh/bohr.

Structure (XYZ):
```
15
Properties=species:S:1:pos:R:3:forces:R:3:nbo_charge:R:1
C 1.838 0.891 2.306 -0.268 0.050 0.083 -0.506
C 0.606 0.896 1.765 0.467 0.295 0.497 -0.166
C 0.235 0.170 0.596 -0.396 0.074 -0.462 -0.496
C -0.936 0.323 -0.062 -1.240 -2.249 -2.644 0.542
F -1.915 1.100 0.443 0.597 -0.374 -0.354 -0.344
N -1.577 -0.697 -1.298 1.300 1.591 3.495 -0.109
C -0.505 -1.219 -2.134 0.003 0.180 -0.046 -0.437
O -2.567 -0.172 -1.972 -0.364 0.343 -0.518 -0.736
H 2.091 1.487 3.169 -0.070 0.072 0.111 0.178
H 2.632 0.286 1.893 0.073 -0.093 -0.124 0.173
H -0.159 1.526 2.206 -0.031 0.033 0.068 0.195
H 0.996 -0.462 0.160 -0.090 -0.053 -0.133 0.201
H -0.297 -0.571 -2.998 -0.019 0.108 0.032 0.156
H 0.407 -1.375 -1.559 -0.013 -0.061 0.015 0.171
H -0.851 -2.186 -2.516 0.051 0.084 -0.019 0.178
```
Positions in Å, forces in eV/Å.


Molecular formula: C5H7FO
Method: DFT, wB97M-V/def2-TZVPD

Its relative energy (zero: lowest compared OMol25 entry of this formula, charge and spin) is 1.3635 eV. The LUMO energy is 1.01 eV. Its net charge is 0. The SMILES is C=C/C(=C/F)OC. For the HOMO-LUMO gap, the calculation gives 9.519 eV. The calculation puts the maximum force at 0.03359 Eh/bohr.

Structure (XYZ):
```
14
Properties=species:S:1:pos:R:3:forces:R:3:nbo_charge:R:1
C 2.410 -0.041 0.032 -0.857 1.303 -0.447 -0.373
C 1.375 -0.858 -0.009 -0.124 -1.096 0.242 -0.229
C -0.023 -0.449 -0.012 -0.950 0.255 0.271 0.194
C -1.011 -1.368 0.020 0.686 0.267 -0.337 0.139
F -2.332 -1.125 0.020 -0.318 0.545 0.098 -0.336
O -0.150 0.906 0.019 0.452 -0.460 0.033 -0.500
C -1.425 1.491 0.001 0.408 1.625 -0.422 -0.248
H 3.392 -0.431 0.002 0.854 -0.178 0.120 0.201
H 2.238 1.048 -0.016 0.315 -0.706 0.159 0.212
H 1.538 -1.936 0.020 -0.046 0.174 -0.095 0.206
H -0.859 -2.425 -0.047 0.553 -0.313 0.081 0.174
H -1.940 1.375 0.933 -0.651 -0.720 0.312 0.185
H -1.949 1.237 -0.908 -0.573 -0.433 0.079 0.187
H -1.264 2.577 -0.056 0.253 -0.260 -0.095 0.187
```
Positions in Å, forces in eV/Å.


Molecular formula: C5H7FOS
Method: DFT, wB97M-V/def2-TZVPD

Its relative energy (zero: lowest compared OMol25 entry of this formula, charge and spin) is 3.2305 eV. The LUMO energy is -0.22 eV. Its net charge is 0. The SMILES is C[C@@]1(F)[C@H](O)[C@H]1C=S. For the HOMO-LUMO gap, the calculation gives 8.509 eV. The calculation puts the maximum force at 0.10760 Eh/bohr.

Structure (XYZ):
```
15
Properties=species:S:1:pos:R:3:forces:R:3:nbo_charge:R:1
C 1.346 -1.890 0.316 -5.151 -1.201 -1.625 -0.672
C 0.419 -0.696 0.925 -0.631 -0.768 -1.884 0.399
F -0.519 -1.222 1.878 1.676 1.202 -1.565 -0.349
C 0.889 0.712 1.019 -1.377 0.705 2.566 0.064
O 0.386 1.644 2.067 -0.836 -2.264 0.813 -0.722
C -0.111 0.543 -0.074 0.231 -2.630 1.546 -0.355
C -0.044 0.275 -1.485 2.048 0.592 -0.254 -0.282
S -1.222 0.512 -2.538 -0.514 -0.114 -0.375 0.063
H 1.888 -2.126 1.109 3.581 -0.749 3.109 0.216
H 0.755 -2.940 0.291 0.307 2.623 -0.041 0.238
H 1.827 -1.977 -0.679 -0.134 1.310 0.785 0.249
H 1.905 0.930 0.887 1.339 0.165 -0.424 0.208
H -0.221 1.215 2.806 1.996 0.704 -2.643 0.495
H -0.986 0.890 0.399 -1.450 0.404 -0.328 0.253
H 0.988 -0.005 -1.848 -1.086 0.020 0.319 0.196
```
Positions in Å, forces in eV/Å.


Molecular formula: C5H7GaO3
Method: DFT, wB97M-V/def2-TZVPD

Its relative energy (zero: lowest compared OMol25 entry of this formula, charge and spin) is 5.5573 eV. The expectation value of S² is 0.754. The LUMO energy (spin up / spin down) is -15.97 / -16.65 eV. Its net charge is +3. For the HOMO-LUMO gap (spin up / spin down), the calculation gives 5.459 / 4.851 eV. The calculation puts the maximum force at 0.12826 Eh/bohr. The spin multiplicity is 2.

Structure (XYZ):
```
16
Properties=species:S:1:pos:R:3:forces:R:3:nbo_charge:R:1
O 0.554 0.318 -0.992 1.362 -3.204 0.079 -0.628
C -0.595 -0.014 -0.373 -0.234 -0.632 4.736 1.006
O -1.374 1.059 -0.579 -3.949 -0.697 2.448 -0.777
Ga -0.112 1.832 -1.885 0.467 5.153 -4.090 1.079
O -0.744 -0.792 0.522 0.147 -0.178 -1.593 -0.484
C 1.785 -0.470 -0.748 0.030 0.503 1.085 -0.254
H 2.070 -0.287 0.292 0.038 -0.116 -0.164 0.288
H 1.487 -1.520 -0.878 0.443 -0.329 -0.231 0.354
C 2.806 -0.042 -1.718 -0.412 -0.262 -0.282 0.312
H 2.600 -0.107 -2.787 0.094 0.178 -0.118 0.261
H 3.781 0.297 -1.373 0.293 -0.229 -0.025 0.282
C -2.784 -0.466 2.040 -1.430 -1.913 -0.797 0.066
C -2.246 -0.189 3.115 1.273 1.761 1.051 0.263
H -3.380 -1.133 1.431 -0.109 0.212 -0.399 0.318
H -2.173 1.085 0.140 2.052 0.147 -2.365 0.608
H -1.674 0.427 3.794 -0.064 -0.394 0.662 0.307
```
Positions in Å, forces in eV/Å.


Molecular formula: C5H7HgO3
Method: DFT, wB97M-V/def2-TZVPD

Its relative energy (zero: lowest compared OMol25 entry of this formula, charge and spin) is 3.5244 eV. The expectation value of S² is 0.812. The LUMO energy (spin up / spin down) is -0.82 / -1.26 eV. Its net charge is 0. For the HOMO-LUMO gap (spin up / spin down), the calculation gives 6.313 / 7.170 eV. The calculation puts the maximum force at 0.06945 Eh/bohr. The spin multiplicity is 2.

Structure (XYZ):
```
16
Properties=species:S:1:pos:R:3:forces:R:3:nbo_charge:R:1
C -0.626 0.243 -2.340 0.320 -0.427 0.721 -0.491
H 0.439 0.443 -2.144 -0.426 0.340 -0.326 0.172
H -0.881 0.017 -3.388 0.045 -0.098 0.504 0.192
C -1.485 0.135 -1.306 0.483 0.471 -1.185 -0.537
H -2.488 -0.218 -1.611 0.207 0.394 0.765 0.177
C -0.910 -1.788 1.372 -0.829 0.824 0.451 -0.516
C 0.028 -1.179 0.652 2.142 0.449 2.125 0.224
O 0.495 0.227 1.299 -1.617 -1.285 -0.276 -0.642
C 1.650 0.819 1.078 0.800 -1.938 -2.891 0.982
O 2.709 0.271 0.892 -0.256 0.658 0.894 -0.597
O 1.381 2.095 0.739 1.339 0.883 0.877 -0.728
H -0.620 -2.569 2.073 -0.340 -1.202 -1.329 0.245
H -1.853 -1.290 1.608 0.618 0.389 0.483 0.219
H 0.915 -1.644 0.223 -0.006 0.428 0.234 0.202
H 2.201 2.568 0.547 0.193 -0.029 0.025 0.519
Hg -0.955 1.871 0.304 -2.673 0.144 -1.072 0.580
```
Positions in Å, forces in eV/Å.


Molecular formula: C5H7I
Method: DFT, wB97M-V/def2-TZVPD

Its relative energy (zero: lowest compared OMol25 entry of this formula, charge and spin) is 2.3773 eV. The LUMO energy is 0.44 eV. Its net charge is 0. For the HOMO-LUMO gap, the calculation gives 7.987 eV. The calculation puts the maximum force at 0.08633 Eh/bohr.

Structure (XYZ):
```
13
Properties=species:S:1:pos:R:3:forces:R:3:nbo_charge:R:1
C -0.023 0.871 -1.038 -0.632 2.513 -2.758 -0.469
C 0.091 0.875 1.122 1.695 -3.016 0.335 -0.448
C -0.702 0.083 0.017 3.592 2.198 1.403 0.073
C 1.092 0.867 -0.042 -2.756 -1.298 0.542 -0.125
C -0.833 -1.387 0.031 -1.728 -0.393 -1.741 -0.669
I 2.919 -0.180 -0.120 -0.980 0.036 0.021 0.149
H 0.134 0.343 -1.955 0.150 -0.253 -0.832 0.208
H -0.392 1.958 -1.317 0.335 -1.941 0.689 0.189
H -0.185 1.849 1.409 -0.772 0.981 0.550 0.211
H 0.509 0.191 1.914 -0.899 1.054 0.008 0.204
H 0.025 -1.850 0.374 1.935 -1.001 1.254 0.222
H -0.944 -1.842 -0.981 -0.078 0.717 0.353 0.222
H -1.692 -1.777 0.587 0.139 0.402 0.175 0.234
```
Positions in Å, forces in eV/Å.


Molecular formula: C5H7IN
Method: DFT, wB97M-V/def2-TZVPD

Its relative energy (zero: lowest compared OMol25 entry of this formula, charge and spin) is 4.3523 eV. The LUMO energy is -5.30 eV. Its net charge is +1. For the HOMO-LUMO gap, the calculation gives 8.768 eV. The calculation puts the maximum force at 0.07277 Eh/bohr.

Structure (XYZ):
```
14
Properties=species:S:1:pos:R:3:forces:R:3:nbo_charge:R:1
C 1.016 2.059 0.160 -0.751 -1.625 -0.981 0.166
C 1.172 0.965 -0.318 0.271 -1.761 -0.245 -0.388
C -0.679 -2.442 -1.218 0.433 0.028 2.021 0.175
C 0.624 3.285 0.709 2.002 3.001 -0.475 -0.732
C -0.919 -2.252 0.252 -3.293 -1.745 0.342 -0.740
N 0.250 -1.913 -1.900 -0.178 0.180 -0.512 -0.492
I 1.603 -1.005 -0.635 1.385 1.783 -0.235 1.139
H -1.390 -3.122 -1.692 0.241 0.180 -0.512 0.253
H 0.535 3.191 1.746 0.583 -0.118 1.945 0.268
H -0.353 3.656 0.512 -0.868 -0.014 -1.208 0.284
H 1.400 4.097 0.428 -1.340 -1.155 0.654 0.275
H -2.008 -1.896 0.251 0.923 -1.191 0.392 0.274
H -0.749 -3.170 0.931 -0.687 1.119 -1.445 0.286
H -0.502 -1.452 0.774 1.280 1.318 0.257 0.233
```
Positions in Å, forces in eV/Å.


> Number 7 is which compound?

C5H7I


> Which of these has the highest maximum force?

C5H7GaO3